Computed, not measured: a 9-piece molecular cluster, C42H109N7O16 overall in a non-equilibrium geometry, with wB97M-V/def2-TZVPD.

Positions of all 174 atoms, in Å:
C: -7.283 9.327 -2.192
O: -6.276 8.849 -3.051
C: -4.982 9.238 -2.643
C: -3.994 8.381 -3.355
N: -4.170 6.963 -3.009
C: -3.253 6.132 -3.783
C: -3.208 4.695 -3.246
O: -1.941 4.098 -3.654
C: -1.273 3.372 -2.620
H: -7.194 10.407 -2.050
H: -7.280 8.793 -1.233
H: -8.232 9.077 -2.667
H: -4.872 9.231 -1.551
H: -4.804 10.286 -2.947
H: -2.987 8.783 -3.227
H: -4.200 8.531 -4.435
H: -5.126 6.798 -3.317
H: -2.246 6.536 -3.726
H: -3.550 6.094 -4.844
H: -4.018 4.066 -3.636
H: -3.267 4.752 -2.156
H: -1.575 2.322 -2.554
H: -1.504 3.779 -1.628
H: -0.218 3.547 -2.821
C: -0.350 -4.939 -3.033
O: -1.010 -3.702 -3.021
C: -0.194 -2.578 -3.319
C: -0.598 -1.347 -2.555
N: -0.122 -1.314 -1.176
C: -0.676 -2.348 -0.278
C: 0.014 -2.364 1.032
O: -0.338 -1.293 1.853
C: 0.546 -1.186 2.950
H: -1.117 -5.709 -2.938
H: 0.365 -5.014 -2.198
H: 0.188 -5.162 -3.965
H: -0.235 -2.393 -4.393
H: 0.864 -2.800 -3.103
H: -1.701 -1.274 -2.593
H: -0.222 -0.439 -3.027
H: -0.385 -0.430 -0.727
H: -0.552 -3.340 -0.700
H: -1.751 -2.138 -0.150
H: 1.100 -2.464 0.889
H: -0.323 -3.303 1.507
H: 0.049 -0.470 3.607
H: 1.541 -0.865 2.644
H: 0.542 -2.140 3.491
C: 6.781 -4.110 2.250
O: 6.703 -4.077 0.849
C: 6.112 -2.910 0.309
C: 4.623 -2.808 0.599
N: 3.794 -3.772 -0.111
C: 3.691 -5.099 0.504
C: 3.064 -6.080 -0.452
O: 3.882 -6.123 -1.600
C: 3.506 -7.162 -2.469
H: 7.283 -3.231 2.661
H: 7.398 -4.985 2.455
H: 5.793 -4.306 2.674
H: 6.315 -2.923 -0.761
H: 6.665 -2.059 0.737
H: 4.250 -1.804 0.385
H: 4.523 -2.955 1.675
H: 4.163 -3.988 -1.039
H: 3.057 -5.072 1.405
H: 4.663 -5.476 0.842
H: 2.088 -5.660 -0.745
H: 2.928 -7.062 0.003
H: 4.204 -7.225 -3.307
H: 2.515 -6.977 -2.904
H: 3.561 -8.137 -1.968
C: 2.068 1.510 -5.991
O: 0.989 2.148 -6.668
C: 0.199 2.983 -5.818
C: -1.034 3.475 -6.604
N: -2.317 2.923 -6.220
C: -2.390 1.506 -6.458
C: -3.735 0.992 -5.947
O: -3.829 1.272 -4.556
C: -5.092 1.016 -3.998
H: 2.884 2.226 -5.820
H: 2.392 0.705 -6.649
H: 1.778 1.063 -5.030
H: 0.805 3.862 -5.551
H: -0.110 2.414 -4.934
H: -0.869 3.371 -7.679
H: -1.066 4.563 -6.461
H: -2.417 2.986 -5.203
H: -1.616 0.968 -5.904
H: -2.439 1.290 -7.530
H: -3.800 -0.089 -6.137
H: -4.529 1.552 -6.467
H: -5.868 1.677 -4.426
H: -5.041 1.227 -2.931
H: -5.447 -0.012 -4.165
C: -3.359 -3.001 2.609
O: -2.623 -3.673 3.575
C: -2.639 -5.091 3.321
C: -1.565 -5.727 4.141
N: -0.270 -5.218 3.744
C: 0.830 -5.814 4.466
C: 2.159 -5.226 4.063
O: 2.225 -3.950 4.627
C: 3.418 -3.271 4.322
H: -4.387 -3.387 2.542
H: -2.959 -3.213 1.598
H: -3.313 -1.918 2.657
H: -2.578 -5.298 2.246
H: -3.625 -5.444 3.685
H: -1.627 -6.817 4.122
H: -1.749 -5.475 5.204
H: -0.279 -4.209 3.837
H: 0.863 -6.888 4.234
H: 0.771 -5.757 5.569
H: 2.273 -5.205 2.971
H: 2.980 -5.834 4.473
H: 4.163 -3.573 5.058
H: 3.216 -2.202 4.359
H: 3.691 -3.512 3.290
C: 2.578 3.859 -2.027
O: 1.978 3.407 -0.864
C: 2.062 1.999 -0.773
C: 1.228 1.568 0.406
N: -0.166 1.888 0.183
C: -1.049 1.956 1.318
C: -2.462 1.786 0.880
O: -2.939 2.958 0.306
C: -4.254 2.797 -0.174
H: 2.036 3.481 -2.901
H: 3.628 3.536 -2.081
H: 2.615 4.947 -2.053
H: 3.093 1.677 -0.560
H: 1.714 1.469 -1.666
H: 1.593 2.142 1.275
H: 1.289 0.498 0.600
H: -0.282 2.760 -0.318
H: -0.960 2.927 1.837
H: -0.795 1.210 2.070
H: -3.097 1.569 1.763
H: -2.606 0.891 0.255
H: -4.413 1.798 -0.597
H: -4.499 3.633 -0.822
H: -4.986 2.855 0.660
C: -0.806 1.444 9.329
O: 0.414 1.231 8.664
C: 0.315 0.351 7.562
C: 1.542 0.512 6.749
N: 1.628 1.816 6.154
C: 2.888 1.968 5.407
C: 2.911 1.207 4.103
O: 4.184 1.411 3.438
C: 4.284 2.607 2.738
H: -0.732 2.380 9.895
H: -0.988 0.698 10.121
H: -1.660 1.514 8.652
H: -0.540 0.560 6.897
H: 0.177 -0.662 7.965
H: 1.614 -0.277 5.997
H: 2.396 0.273 7.422
H: 1.685 2.520 6.882
H: 3.672 1.534 6.053
H: 3.127 3.017 5.265
H: 2.179 1.593 3.378
H: 2.745 0.144 4.238
H: 5.268 2.674 2.273
H: 4.167 3.491 3.379
H: 3.569 2.717 1.908
O: 2.683 -1.570 -1.692
H: 2.841 -2.358 -1.136
H: 1.716 -1.371 -1.552
O: -2.858 -4.566 -0.855
H: -2.406 -5.385 -0.622
H: -2.194 -4.051 -1.338

Summary:
SMILES	COCCNCCOC.COCCNCCOC.COCCNCCOC.COCCNCCOC.COCCNCCOC.COCCNCCOC.COCCNCCOC.O.O
M	968.367	g/mol
ΔE to the lowest compared entry with this formula, charge and spin	0.00	kcal per mole
E_HOMO	-8.36	eV